No. 1
{"formula": "C52H44BBrF2InN3O3SSb", "method": "the ωB97M-V functional and the def2-TZVPD basis", "e_tot_ha": -6025.1552, "total_charge": -1, "gap_ev": [3.445, 3.444], "lumo_ev": [1.97, 1.97], "spin_multiplicity": 1, "largest_force_ev_per_a": 4.81, "relative_energy_ev": 2.125, "elements": ["In", "C", "C", "C", "C", "C", "C", "C", "C", "C", "C", "C", "C", "C", "C", "C", "N", "H", "H", "H", "H", "H", "H", "H", "H", "H", "H", "C", "C", "N", "C", "C", "C", "S", "N", "C", "O", "C", "C", "C", "C", "C", "C", "H", "H", "H", "H", "H", "H", "H", "H", "H", "H", "H", "H", "H", "H", "H", "C", "C", "C", "C", "C", "C", "Sb", "C", "C", "C", "C", "C", "C", "C", "C", "C", "C", "C", "C", "H", "H", "H", "H", "H", "H", "H", "H", "H", "H", "H", "H", "H", "H", "H", "F", "B", "F", "Br", "C", "C", "C", "C", "C", "C", "C", "O", "O", "H", "H", "H", "H"], "coordinates": [[-0.832, -1.049, -0.732], [2.997, -1.644, -2.588], [3.541, -2.682, -1.832], [3.059, -2.920, -0.559], [2.006, -2.116, -0.034], [1.301, -1.290, -0.909], [1.888, -0.966, -2.118], [1.821, -2.013, 1.399], [2.580, -2.784, 2.349], [2.196, -2.857, 3.653], [1.161, -1.980, 4.041], [0.793, -1.863, 5.404], [0.007, -0.850, 5.850], [-0.511, 0.103, 4.955], [-0.236, -0.001, 3.619], [0.591, -1.022, 3.123], [0.960, -1.061, 1.802], [3.396, -1.361, -3.581], [4.435, -3.171, -2.225], [3.472, -3.764, 0.023], [1.427, -0.165, -2.716], [3.485, -3.299, 1.970], [2.650, -3.525, 4.350], [1.225, -2.575, 6.109], [-0.202, -0.815, 6.922], [-1.269, 0.844, 5.320], [-0.641, 0.706, 2.870], [-4.887, -5.961, -1.151], [-5.199, -4.543, -0.753], [-4.079, -3.896, -0.063], [-4.326, -3.418, 1.305], [-4.026, -4.474, 2.376], [-2.861, -3.623, -0.623], [-1.491, -3.292, 0.442], [-2.730, -3.676, -1.956], [-2.224, -2.807, -2.778], [-1.914, -1.594, -2.538], [-2.096, -3.221, -4.181], [-1.781, -4.533, -4.527], [-1.542, -4.937, -5.852], [-1.589, -3.991, -6.839], [-1.900, -2.618, -6.521], [-2.083, -2.253, -5.211], [-4.213, -5.979, -2.022], [-5.739, -6.569, -1.373], [-4.360, -6.461, -0.310], [-5.995, -4.486, -0.007], [-5.499, -3.904, -1.594], [-5.410, -3.246, 1.296], [-3.775, -2.529, 1.520], [-4.514, -5.439, 2.164], [-4.491, -4.166, 3.308], [-2.963, -4.683, 2.528], [-1.781, -5.282, -3.742], [-1.377, -5.960, -6.101], [-1.498, -4.244, -7.884], [-1.919, -1.878, -7.332], [-2.222, -1.182, -4.973], [4.875, 7.105, -0.893], [3.648, 7.011, -0.258], [3.004, 5.802, -0.174], [3.633, 4.598, -0.578], [4.952, 4.670, -1.008], [5.509, 5.927, -1.263], [2.509, 2.681, -0.439], [1.413, 3.403, 1.332], [2.025, 4.204, 2.307], [1.250, 4.856, 3.285], [-0.103, 4.721, 3.299], [-0.707, 3.859, 2.384], [0.009, 3.285, 1.347], [4.219, 1.675, 0.556], [4.392, 1.631, 1.955], [5.600, 1.137, 2.544], [6.600, 0.650, 1.749], [6.359, 0.628, 0.368], [5.210, 1.144, -0.224], [5.381, 8.067, -1.048], [3.141, 7.890, 0.165], [2.022, 5.707, 0.198], [5.490, 3.735, -1.246], [6.530, 5.966, -1.660], [3.099, 4.357, 2.354], [1.765, 5.438, 4.023], [-0.674, 5.270, 4.083], [-1.782, 3.589, 2.494], [-0.506, 2.815, 0.509], [3.531, 1.885, 2.560], [5.712, 1.234, 3.650], [7.444, 0.082, 2.188], [7.119, 0.223, -0.334], [5.045, 1.043, -1.315], [0.569, 1.221, -5.180], [-0.294, 1.311, -4.194], [-1.562, 1.704, -4.122], [-6.644, 5.473, 0.016], [-5.384, 4.118, 0.001], [-4.243, 4.281, -0.833], [-3.279, 3.253, -0.986], [-3.432, 2.124, -0.201], [-4.442, 1.980, 0.693], [-5.476, 2.921, 0.769], [-2.479, 1.017, -0.377], [-2.662, -0.124, 0.229], [-1.417, 1.177, -1.107], [-4.334, 5.154, -1.533], [-2.525, 3.309, -1.737], [-4.511, 1.058, 1.275], [-6.414, 2.705, 1.305]], "atomic_forces_ev_per_a": [[0.015, 0.923, -0.202], [0.430, 0.296, -0.459], [0.415, 0.339, -0.488], [-0.166, -0.066, 0.528], [1.429, -0.816, -0.989], [-0.206, 0.245, 0.194], [-0.384, 0.225, -0.630], [-1.128, 1.086, 1.563], [0.577, -0.642, -0.784], [-0.533, 0.810, -1.518], [-0.870, 1.044, 0.784], [0.597, -0.493, -0.181], [-0.237, 0.015, 0.705], [-1.274, 0.354, 0.241], [-0.495, 0.747, -0.781], [1.998, -1.308, -0.017], [-0.340, -1.159, 0.235], [-0.099, -0.279, 0.747], [-0.427, -0.317, 0.213], [-0.071, 0.804, -0.246], [-0.122, -0.338, -0.122], [-0.882, 0.123, 0.419], [0.364, -0.175, 0.450], [-0.136, 0.124, -0.088], [-0.114, 0.219, -0.342], [1.059, -0.544, -0.398], [0.224, -0.423, 0.591], [1.468, -0.401, 0.211], [-0.059, 0.967, 0.071], [1.866, 0.623, -0.096], [-0.701, -1.764, 0.071], [-0.447, -0.560, 0.030], [-0.104, 0.416, -0.248], [-0.564, 0.097, -0.600], [-0.944, -1.064, 1.421], [-0.097, 0.868, -0.073], [0.102, -0.382, 0.704], [1.047, -0.292, -1.698], [-0.471, -0.364, 0.145], [-0.307, 0.912, 0.780], [-0.923, 2.085, -0.117], [0.760, -1.584, -0.785], [-0.360, 0.862, 0.556], [-0.211, 0.017, 0.345], [-0.779, -0.101, -0.209], [-0.235, 0.258, -0.463], [-0.126, -0.309, -0.318], [0.008, -0.313, -0.030], [0.301, 0.427, 0.364], [0.221, 0.668, -0.160], [0.114, 0.258, -0.283], [0.210, 0.243, 0.314], [-0.177, 0.325, -0.113], [0.083, 0.047, 0.038], [0.235, -0.613, 0.027], [0.230, -0.184, -0.130], [-0.012, -0.321, 0.506], [0.043, -0.785, 0.048], [0.593, 0.022, 0.080], [-0.631, 1.020, 0.107], [0.925, -1.557, -0.737], [-0.372, 0.128, 0.704], [-0.399, -0.266, -0.740], [1.023, -0.269, 0.201], [0.479, 0.265, 0.637], [0.301, 0.491, -0.418], [-0.594, -0.273, 0.491], [1.513, -0.344, -0.862], [-1.319, -0.109, 0.915], [-1.430, -0.081, 0.179], [0.782, 0.070, -0.054], [-1.133, 0.678, 1.410], [0.784, -0.517, -0.348], [-1.958, 1.292, 0.982], [0.235, -1.115, -0.812], [1.174, -0.371, -0.992], [0.546, -0.541, -0.815], [-0.323, -0.455, 0.120], [0.307, -0.257, -0.392], [-0.946, 0.325, 0.485], [-0.127, 0.713, 0.103], [-0.402, 0.066, 0.005], [-0.053, -0.161, -0.243], [0.072, 0.380, 0.241], [0.259, -0.713, -0.750], [0.739, 0.620, -0.291], [0.097, -0.317, 0.366], [0.250, 0.314, 0.338], [-0.130, -0.425, -0.973], [-0.343, 0.845, -0.415], [-0.487, 0.105, 0.744], [0.381, 0.154, 0.657], [-0.482, 0.665, -2.510], [1.462, -1.397, 4.360], [-0.880, 0.680, -1.941], [-0.696, 0.344, 0.161], [2.422, -2.184, 0.061], [-0.979, 0.074, -0.833], [-1.970, 1.428, 0.539], [1.406, -0.073, -0.710], [-2.167, -0.036, 0.922], [-0.498, 1.050, -0.516], [2.771, -1.574, -0.560], [0.281, 1.343, -0.804], [-2.329, -0.505, 1.864], [0.750, -0.858, 0.801], [0.534, 0.009, -0.293], [0.042, 0.287, -0.237], [0.724, 0.198, 0.038]]}

***

No. 2
{"formula": "C52H44BF4N3O8STeV", "method": "the ωB97M-V functional and the def2-TZVPD basis", "e_tot_ha": -4808.9336, "total_charge": -2, "gap_ev": [4.925, 4.930], "lumo_ev": [3.60, 3.60], "spin_multiplicity": 2, "largest_force_ev_per_a": 2.91, "relative_energy_ev": 1.319, "elements": ["V", "O", "N", "N", "O", "C", "C", "C", "C", "C", "C", "H", "H", "H", "H", "H", "O", "C", "O", "C", "C", "C", "C", "C", "C", "S", "H", "H", "H", "H", "C", "C", "C", "C", "C", "O", "C", "C", "C", "C", "C", "C", "C", "O", "C", "C", "C", "N", "C", "C", "Te", "C", "C", "C", "C", "C", "C", "C", "C", "C", "C", "C", "C", "H", "H", "H", "H", "H", "H", "H", "H", "H", "H", "H", "H", "H", "H", "H", "H", "H", "H", "H", "H", "H", "H", "H", "H", "F", "B", "F", "F", "F", "C", "C", "C", "C", "C", "C", "C", "C", "C", "C", "O", "O", "H", "H", "H", "H", "H", "H", "H", "H", "H", "H", "H"], "coordinates": [[-0.805, -1.742, -0.582], [-1.362, -2.703, 1.007], [-0.895, -3.897, 1.183], [0.063, -4.151, 0.466], [0.418, -3.358, -0.527], [0.886, -5.363, 0.618], [1.513, -5.778, -0.523], [2.402, -6.845, -0.319], [2.555, -7.447, 0.940], [1.852, -7.079, 2.052], [1.058, -5.942, 1.852], [1.385, -5.314, -1.481], [2.969, -7.275, -1.140], [3.259, -8.238, 0.941], [1.984, -7.597, 3.014], [0.543, -5.453, 2.695], [-2.126, -0.073, -3.144], [-2.762, -0.206, -2.107], [-2.033, -0.538, -1.037], [-4.173, 0.313, -1.851], [-4.497, 1.321, -2.797], [-5.740, 1.954, -2.769], [-6.692, 1.551, -1.802], [-6.384, 0.600, -0.892], [-5.130, -0.083, -0.897], [-4.813, -1.342, 0.238], [-3.752, 1.576, -3.552], [-5.874, 2.786, -3.428], [-7.607, 2.057, -1.839], [-7.152, 0.213, -0.235], [2.345, 1.680, 5.326], [1.672, 0.938, 4.147], [2.078, -0.311, 3.672], [1.570, -0.848, 2.486], [2.171, -2.190, 2.082], [1.580, -3.174, 2.430], [3.495, -2.322, 1.345], [3.923, -3.606, 1.007], [5.182, -3.715, 0.394], [5.997, -2.577, 0.241], [5.523, -1.329, 0.680], [4.245, -1.184, 1.231], [0.562, -0.191, 1.779], [0.246, -0.653, 0.566], [0.176, 1.122, 2.211], [0.730, 1.578, 3.398], [-0.934, 1.834, 1.454], [-2.158, 1.640, 1.722], [-2.539, 0.513, 2.593], [-3.416, 1.080, 3.705], [-5.001, 2.390, 3.193], [-4.095, 4.281, 3.636], [-4.348, 4.936, 4.828], [-3.860, 6.213, 5.117], [-3.080, 6.868, 4.159], [-2.764, 6.219, 2.949], [-3.309, 4.959, 2.640], [-0.588, 2.783, 0.414], [-1.576, 3.193, -0.506], [-1.282, 3.923, -1.627], [0.006, 4.439, -1.771], [0.928, 4.159, -0.764], [0.698, 3.272, 0.268], [2.846, 2.553, 4.912], [3.066, 0.994, 5.789], [1.527, 2.079, 6.041], [2.975, -0.819, 4.168], [3.213, -4.460, 1.066], [5.511, -4.679, 0.027], [6.990, -2.676, -0.263], [6.152, -0.497, 0.549], [3.800, -0.244, 1.445], [0.432, 2.581, 3.775], [-1.736, -0.122, 2.944], [-3.104, -0.195, 1.908], [-2.765, 1.672, 4.319], [-3.848, 0.321, 4.290], [-4.922, 4.399, 5.538], [-4.108, 6.718, 6.083], [-2.594, 7.798, 4.319], [-2.052, 6.727, 2.279], [-3.124, 4.415, 1.717], [-2.604, 2.835, -0.292], [-2.046, 4.162, -2.312], [0.306, 5.064, -2.592], [1.922, 4.563, -0.875], [1.489, 2.914, 0.896], [-1.923, -3.105, -1.735], [-2.442, -4.434, -2.258], [-1.364, -5.102, -2.959], [-2.780, -5.138, -1.120], [-3.489, -4.133, -3.108], [3.951, 2.649, -5.611], [3.114, 1.608, -4.888], [3.324, 1.281, -3.532], [2.653, 0.222, -2.890], [2.962, -0.046, -1.441], [1.715, -0.470, -3.612], [1.349, -0.066, -4.908], [0.205, -0.859, -5.624], [2.067, 0.986, -5.529], [1.123, -1.687, -2.940], [1.520, -2.781, -3.131], [0.170, -1.303, -2.130], [3.723, 2.647, -6.668], [5.035, 2.409, -5.480], [3.710, 3.623, -5.127], [3.988, 1.967, -2.924], [4.007, 0.354, -1.295], [3.046, -1.146, -1.354], [2.271, 0.379, -0.751], [-0.701, -0.485, -5.178], [0.205, -1.947, -5.415], [0.221, -0.704, -6.718], [1.750, 1.314, -6.497]], "atomic_forces_ev_per_a": [[-0.144, 0.499, -0.719], [-0.085, -0.608, -0.509], [-1.156, 0.388, 2.043], [1.642, -1.208, -1.572], [-0.244, 0.547, 0.686], [-1.140, 1.238, -0.220], [1.349, -1.536, 0.119], [-0.412, 0.125, 0.120], [0.329, -0.204, -1.594], [-0.344, 1.139, -0.124], [-0.961, -0.003, 1.932], [-0.216, 0.267, -0.215], [-0.098, 0.262, 0.014], [0.546, -0.849, 0.379], [-0.212, 0.537, -0.486], [0.234, -0.404, -0.494], [-1.603, -0.194, 0.294], [0.614, 1.277, -0.592], [-0.017, -1.120, 1.615], [0.590, 0.522, -1.763], [-0.724, -0.141, 0.455], [1.165, -0.665, 0.483], [1.716, 0.623, -1.225], [0.024, -1.031, 0.028], [0.577, -0.419, 0.740], [-0.278, -0.001, 0.159], [-0.182, -0.003, 0.252], [-0.492, 0.295, -0.354], [-1.502, 0.473, 0.287], [0.166, 0.114, 0.266], [-1.784, -0.366, -0.199], [1.148, -0.737, 0.621], [1.598, -0.097, 0.608], [0.864, -0.171, 0.922], [-0.392, 0.683, -0.629], [-0.231, -0.921, 0.441], [-1.734, -0.225, 1.578], [0.406, -0.032, -1.095], [-0.389, 0.276, 0.332], [-0.214, -0.070, 0.064], [-0.197, -1.122, -0.143], [1.540, -0.905, -1.149], [0.636, 0.694, -1.451], [-0.322, 0.249, 0.132], [-0.144, -1.734, -0.238], [-1.456, 2.217, -0.337], [0.179, -0.614, 1.349], [0.156, -1.127, 0.282], [-1.582, 0.228, -1.794], [1.166, 0.193, -0.784], [-0.321, 0.380, -0.268], [0.846, 0.736, -1.488], [0.276, 0.268, -0.047], [-0.018, 0.717, 0.069], [0.015, -1.615, -0.416], [-0.227, -0.308, -0.062], [-0.322, -0.279, 1.407], [-0.114, 0.869, -0.918], [-0.873, -1.116, 0.943], [0.947, 0.558, 0.589], [-0.017, -0.349, 1.146], [0.848, 0.178, -1.031], [-0.748, -0.038, -0.415], [0.233, 0.032, 0.169], [-0.264, 0.453, 0.262], [1.487, -0.835, -0.837], [-1.412, 0.542, -0.618], [0.820, 0.768, 0.213], [0.053, 0.012, 0.005], [-0.979, 0.203, 0.588], [0.634, 1.081, -0.149], [-0.039, 0.690, 0.341], [-0.015, -0.566, -0.472], [0.452, 0.260, 0.579], [0.099, 0.867, 0.601], [0.204, 0.394, 0.660], [-0.549, -1.022, 0.780], [-0.522, -0.230, 0.771], [0.266, -0.577, -0.911], [0.053, 0.817, 0.429], [-0.559, -0.401, 0.120], [0.187, 0.325, 0.029], [0.718, 0.143, -0.427], [-0.784, 0.122, -0.818], [-0.069, 0.119, -0.280], [0.258, 0.111, -0.018], [0.302, 0.105, 0.341], [0.126, -0.049, -0.198], [0.952, -0.102, -0.441], [-1.078, 0.848, 0.783], [-0.083, -0.133, -0.180], [0.374, -0.249, 0.336], [0.209, -0.062, 1.434], [0.098, -0.013, 0.868], [0.502, 0.769, 0.184], [0.736, 2.142, -0.194], [2.203, -0.814, -1.326], [-0.442, -0.387, -0.975], [-0.004, -1.005, -0.495], [1.117, 0.527, 0.351], [-0.921, -1.360, 0.675], [-1.326, 2.559, 0.401], [0.977, -2.490, -0.427], [0.455, -0.225, 0.486], [-0.094, 0.225, -0.219], [-0.783, 0.386, -0.094], [0.476, -0.345, -0.660], [-0.466, -1.079, -0.725], [-1.085, -0.318, 0.304], [-0.239, 0.460, 0.530], [-0.637, 0.159, 0.497], [-0.661, 0.127, -0.113], [0.371, 0.619, -0.035], [-0.058, 0.043, 0.510], [0.023, 0.012, -0.660]]}